[1]
The following is a quantum chemistry calculation of an isolated molecule of H6N2OSi in a non-equilibrium geometry, from the OMol25 dataset.

Each line ends with the Löwdin charge.
Cartesian coordinates (Å):
N: -0.442727 1.402271 0.222903  -0.09
Si: 0.434062 -0.031194 -0.317594  0.24
N: -0.494791 -1.370874 0.211409  -0.07
O: 1.970798 0.054824 0.231076  -0.14
H: -1.111859 1.253225 1.048176  0.06
H: 0.170624 2.004658 0.671928  -0.03
H: 0.552905 0.239137 -1.688418  -0.03
H: -1.346734 -1.145077 0.764403  0.05
H: -0.084004 -2.284808 0.150924  0.02
H: 2.496989 -0.678311 0.122537  -0.01

Forces on atoms 1 to 6 (eV/Å):
N -2.24 -2.04 1.44
Si -1.51 1.34 1.35
N -0.21 1.16 -0.04
O -1.37 2.12 0.78
H 0.92 -0.13 -1.81
H 1.77 1.82 0.53

Computed properties:
- Highest occupied orbital energy: -9.8242 eV
- Total charge: 0
- 2S+1: 1
- Gap between HOMO and LUMO: 0.3840 Eh
- Relative energy (zero: lowest compared OMol25 entry of this formula, charge and spin): 3.93 kcal per mole

[2]
The following is a quantum chemistry calculation of a cluster of 2 separate species, H6N2Si in total in a non-equilibrium geometry, from the OMol25 dataset.

Each line ends with the Löwdin charge.
Cartesian coordinates (Å):
N: -1.927607 -0.101780 -0.496024  0.06
N: -0.228205 -0.120532 0.921563  -0.18
Si: 1.186771 0.198492 -0.019441  0.46
H: -2.041727 -1.007858 -0.094953  -0.04
H: -1.140048 -0.271798 -1.260075  0.01
H: -0.574619 0.567150 1.562704  -0.02
H: 2.304489 0.682049 0.952109  -0.06
H: 1.066517 1.187896 -0.974527  -0.13
H: 1.354428 -1.133619 -0.591360  -0.08

Forces on atoms 1 to 6 (eV/Å):
N 4.17 0.82 -0.69
N -1.71 -0.32 -0.74
Si 0.77 -0.94 2.25
H -0.28 -1.18 0.21
H -2.26 0.24 1.59
H -0.33 0.58 0.18

Computed properties:
- Highest occupied orbital energy (alpha / beta): -10.3950 / -10.0043 eV
- Total charge: 0
- 2S+1: 1
- Gap between HOMO and LUMO (alpha / beta): 0.3622 / 0.3321 Eh
- Relative energy (zero: lowest compared OMol25 entry of this formula, charge and spin): 60.67 kcal per mole

[3]
The following is a quantum chemistry calculation of an isolated molecule of H6N4OS in a non-equilibrium geometry, from the OMol25 dataset.

Each line ends with the Löwdin charge.
Cartesian coordinates (Å):
N: -0.029056 -0.202072 2.337265  -0.34
S: -0.116909 -0.073932 0.926277  0.68
N: -0.453506 1.603793 0.314150  -0.12
O: -1.637939 -0.793130 0.606808  -0.26
N: 1.047058 -0.553948 -0.360906  -0.25
N: 0.419357 -0.803391 -1.548544  -0.10
H: 0.494722 2.153899 0.228048  0.10
H: -1.064214 2.037645 0.888973  -0.03
H: -1.574623 -1.481818 1.287180  0.04
H: 1.849431 0.019749 -0.428754  0.07
H: 0.337955 -0.159849 -2.360513  0.10
H: 0.727725 -1.746945 -1.889984  0.10

Forces on atoms 1 to 6 (eV/Å):
N 2.10 -0.30 1.23
S -1.87 2.46 -0.33
N 4.79 -2.61 -3.14
O 1.74 0.73 -1.94
N -2.39 -0.46 0.86
N -0.03 -2.42 -2.41

Computed properties:
- Highest occupied orbital energy: -9.0992 eV
- Total charge: 0
- 2S+1: 1
- Gap between HOMO and LUMO: 0.3487 Eh
- Relative energy (zero: lowest compared OMol25 entry of this formula, charge and spin): 29.62 kcal per mole

[4]
The following is a quantum chemistry calculation of a cluster of 2 separate species, H6N5P in total in a non-equilibrium geometry, from the OMol25 dataset.

Each line ends with the Löwdin charge.
Cartesian coordinates (Å):
H: 2.060314 2.910599 -1.816583  0.07
N: 1.660959 2.042130 -2.329502  -0.08
N: 1.934986 1.003956 -1.725054  -0.08
H: 1.715284 0.069804 -2.310928  0.09
N: -0.294167 1.233455 0.723959  -0.15
N: -0.819882 0.113158 0.152519  -0.47
P: -1.224797 -1.162426 0.956340  0.75
N: -1.574672 -2.060598 -0.491468  -0.29
H: -0.231599 1.348071 1.825785  0.11
H: -0.673837 2.071732 0.255171  0.07
H: -1.632538 -1.330739 -1.277887  0.05
H: -0.859582 -2.664060 -0.625040  -0.08

Forces on atoms 1 to 6 (eV/Å):
H -0.84 -1.73 -0.11
N 0.53 0.08 -0.30
N 0.62 -1.01 -0.59
H -0.28 2.65 0.98
N -0.14 1.42 1.96
N 0.67 1.91 0.73

Computed properties:
- Highest occupied orbital energy: -8.2441 eV
- Total charge: 0
- 2S+1: 1
- Gap between HOMO and LUMO: 0.3199 Eh
- Relative energy (zero: lowest compared OMol25 entry of this formula, charge and spin): 24.85 kcal per mole

[5]
The following is a quantum chemistry calculation of a cluster of 2 separate species, H6NO in total in a non-equilibrium geometry, from the OMol25 dataset.

Each line ends with the Löwdin charge.
Cartesian coordinates (Å):
O: -2.064582 -0.642399 1.996242  -0.10
H: -2.203092 0.090911 2.637592  0.05
H: -1.682722 -1.372998 2.533522  0.05
N: 1.189997 0.384741 -1.433397  0.31
H: 1.447747 -0.523879 -1.002797  0.17
H: 0.280467 0.704751 -1.048967  0.17
H: 1.109807 0.270111 -2.461927  0.17
H: 1.922377 1.088761 -1.220267  0.17

Forces on atoms 1 to 6 (eV/Å):
O 0.51 0.09 1.02
H 0.08 -0.83 -0.60
H -0.50 0.77 -0.48
N 0.02 0.01 -0.01
H -0.18 0.52 -0.23
H 0.47 -0.21 -0.17

Computed properties:
- Highest occupied orbital energy: -14.5356 eV
- Total charge: +1
- 2S+1: 1
- Gap between HOMO and LUMO: 0.3632 Eh
- Relative energy (zero: lowest compared OMol25 entry of this formula, charge and spin): 15.63 kcal per mole

[6]
The following is a quantum chemistry calculation of a cluster of 2 separate species, H6NS2 in total in a non-equilibrium geometry, from the OMol25 dataset.

Each line ends with the Löwdin charge.
Cartesian coordinates (Å):
N: -1.321751 0.365739 -0.397827  0.27
H: -1.665643 -0.337389 0.252280  0.13
H: -1.402675 1.315409 -0.042374  0.16
H: -1.747482 0.152355 -1.259226  0.13
H: -0.259588 0.158885 -0.538097  -0.02
S: 1.846195 0.352102 -0.122433  0.29
S: 1.173447 -1.307408 0.908111  0.29
H: 3.063663 -0.173847 -0.504836  -0.11
H: 0.313837 -0.525849 1.704402  -0.14

Forces on atoms 1 to 6 (eV/Å):
N 2.69 -0.93 0.96
H -0.05 0.15 0.40
H -0.47 0.10 -0.25
H -1.00 0.40 -1.64
H -1.47 0.35 0.08
S 1.17 0.25 -0.39

Computed properties:
- Highest occupied orbital energy: -13.1386 eV
- Total charge: +1
- 2S+1: 1
- Gap between HOMO and LUMO: 0.3311 Eh
- Relative energy (zero: lowest compared OMol25 entry of this formula, charge and spin): 15.79 kcal per mole